{"formula": "C24H43NO11P2", "method": "ωB97M-V/def2-TZVPD", "homo_ev": -9.696, "spin_multiplicity": 1, "smiles": "CCCCCC1=C(OC#N)C(=O)C=CC1=O.CCOP(=O)(OCC)OCC.CCOP(=O)(OCC)OCC", "homo_lumo_gap_ev": 7.61, "e_tot_ha": -2504.8959, "species": ["C", "C", "C", "C", "C", "C", "C", "O", "C", "N", "C", "O", "C", "C", "C", "O", "H", "H", "H", "H", "H", "H", "H", "H", "H", "H", "H", "H", "H", "C", "C", "O", "P", "O", "O", "C", "C", "O", "C", "C", "H", "H", "H", "H", "H", "H", "H", "H", "H", "H", "H", "H", "H", "H", "H", "C", "C", "O", "P", "O", "O", "C", "C", "O", "C", "C", "H", "H", "H", "H", "H", "H", "H", "H", "H", "H", "H", "H", "H", "H", "H"], "positions_angstrom": [[7.06684, 0.90290, -7.63060], [6.56108, 2.46779, -7.32614], [5.56169, 2.37140, -6.02966], [4.87784, 3.78929, -5.57105], [3.47394, 4.16414, -6.32736], [2.42674, 2.92011, -6.52133], [2.07057, 1.88422, -5.51499], [2.67834, 1.90072, -4.17551], [3.46540, 0.67544, -3.91441], [4.00530, -0.47783, -3.57990], [0.95876, 0.73758, -5.94529], [0.98229, -0.54446, -5.57102], [-0.25075, 1.21192, -6.95116], [0.08572, 2.26811, -7.96197], [1.64173, 2.83929, -7.99508], [2.19487, 3.24439, -9.14093], [7.80190, 0.84288, -8.55014], [6.09472, 0.24193, -7.79476], [7.60022, 0.50240, -6.64924], [6.03028, 2.81635, -8.31674], [7.55262, 3.09662, -7.11563], [4.81001, 1.49360, -6.21652], [6.24418, 2.02420, -5.11364], [5.67324, 4.64610, -5.81285], [4.73370, 3.80075, -4.40817], [3.66365, 4.69411, -7.38023], [2.92436, 4.98682, -5.66458], [-1.31278, 0.71277, -6.85569], [-0.77934, 2.62194, -8.66635], [3.67206, -1.02266, -0.46819], [2.35924, -1.55120, 0.07413], [2.02001, -0.90631, 1.28439], [1.39909, 0.62758, 1.21038], [-0.01769, 0.17243, 0.78279], [0.99363, 0.73118, 2.82412], [-0.29070, 1.20601, 3.20338], [-1.16477, 0.03831, 3.62408], [2.98212, 1.13615, 1.68814], [3.11200, 2.36852, 2.38003], [3.50567, 2.09746, 3.82358], [3.56931, 0.02092, -0.77801], [3.99838, -1.60796, -1.33051], [4.45333, -1.05593, 0.30047], [1.55426, -1.43493, -0.65981], [2.45852, -2.61890, 0.29112], [-0.75388, 1.78898, 2.40047], [-0.15707, 1.88467, 4.05151], [-1.23862, -0.71622, 2.83538], [-2.17326, 0.37692, 3.87748], [-0.73370, -0.46471, 4.49613], [2.19083, 2.95648, 2.32020], [3.90532, 2.93977, 1.88883], [2.71023, 1.58326, 4.36973], [3.72871, 3.03084, 4.35089], [4.38465, 1.44414, 3.86865], [-9.28187, -2.03894, 4.61217], [-8.27001, -1.16585, 5.32689], [-7.13921, -1.92005, 5.71181], [-6.02127, -2.30762, 4.55258], [-5.36887, -0.90369, 4.52844], [-4.88770, -2.93223, 5.60337], [-3.52652, -2.54003, 5.49292], [-3.18962, -1.54525, 6.58902], [-6.75023, -3.87631, 4.57954], [-5.95973, -4.99153, 4.19780], [-5.67670, -5.85109, 5.41982], [-8.88717, -2.37916, 3.65088], [-10.20751, -1.48886, 4.42979], [-9.51061, -2.93423, 5.20248], [-7.96942, -0.31811, 4.70147], [-8.71794, -0.76214, 6.23975], [-3.30682, -2.13624, 4.49907], [-2.91128, -3.43702, 5.61388], [-3.85493, -0.67713, 6.56564], [-2.15767, -1.19564, 6.49526], [-3.31582, -2.00719, 7.57390], [-5.03350, -4.67314, 3.70939], [-6.53757, -5.57165, 3.47219], [-5.04504, -5.32910, 6.14366], [-5.17001, -6.77969, 5.13702], [-6.60770, -6.09841, 5.94281]]}

{"formula": "C24H44AuCl3N4O3SSi", "method": "ωB97M-V/def2-TZVPD", "homo_ev": [-6.320, -8.016], "s2": 2.02, "spin_multiplicity": 3, "homo_lumo_gap_ev": [6.61, 7.28], "e_tot_ha": -3589.5714, "species": ["C", "C", "H", "H", "H", "C", "C", "H", "H", "H", "H", "Au", "Cl", "Cl", "H", "H", "C", "C", "N", "H", "C", "O", "H", "H", "H", "H", "H", "H", "C", "C", "N", "H", "C", "O", "H", "H", "H", "H", "O", "C", "C", "C", "H", "C", "H", "C", "H", "C", "C", "H", "H", "H", "Si", "Cl", "C", "C", "C", "H", "H", "H", "H", "H", "H", "H", "H", "H", "S", "C", "N", "C", "C", "C", "N", "H", "H", "H", "H", "H", "H", "H", "H"], "positions_angstrom": [[0.29499, -0.99173, -4.10820], [-0.10573, 0.44537, -4.02430], [-0.23003, -1.54352, -4.88338], [0.13167, -1.48706, -3.15282], [1.36546, -1.07129, -4.31291], [-0.82910, 1.10428, -4.93209], [-1.39295, 0.57870, -6.20863], [-1.02682, 2.15537, -4.75060], [-1.21830, -0.48421, -6.35038], [-0.96242, 1.09876, -7.06793], [-2.47154, 0.74839, -6.26225], [0.00000, 0.00000, 0.00000], [2.29984, 0.23828, -0.15302], [0.06581, -2.25189, -0.56202], [0.85257, -0.88997, 5.45728], [2.78673, -2.48373, 4.70859], [0.25597, -1.36383, 4.67732], [2.09131, -2.86285, 3.95889], [1.11126, -1.85533, 3.61665], [-0.43488, -0.64066, 4.26141], [0.99318, -1.40995, 2.36285], [0.17118, -0.54478, 2.01927], [2.65308, -3.14443, 3.07399], [1.67463, -1.86042, 1.64321], [-0.30476, -2.18678, 5.12066], [1.60330, -3.75204, 4.35918], [-2.45189, -1.10434, -2.98729], [-3.46980, 1.17681, -3.34737], [-3.02166, -1.20878, -2.06754], [-4.07300, 0.98688, -2.45937], [-3.35219, 0.11151, -1.56061], [-2.40944, -1.73218, -1.34445], [-2.82408, 0.57216, -0.43538], [-2.09364, -0.07041, 0.33888], [-4.28663, 1.93321, -1.97033], [-3.10975, 1.60727, -0.20486], [-3.93952, -1.76128, -2.26699], [-5.01293, 0.52703, -2.76119], [-0.45750, 0.64239, -1.70125], [0.36320, 1.10656, -2.73494], [-0.71478, 3.36279, -2.36475], [0.37643, 2.61640, -2.79586], [-1.55909, 2.83568, -1.94589], [-0.71344, 4.74725, -2.45618], [1.39675, 0.78360, -2.56771], [1.48455, 3.29276, -3.29704], [-1.57823, 5.31116, -2.12741], [0.39242, 5.41148, -2.96987], [1.49713, 4.67729, -3.38274], [2.34547, 2.72259, -3.62424], [0.39676, 6.49172, -3.04343], [2.36845, 5.18552, -3.77605], [0.03301, -7.48955, -0.65819], [-0.30524, -7.58557, -2.73072], [-1.61222, -7.14504, 0.15482], [1.25130, -6.10638, -0.36029], [0.72660, -9.14206, -0.13399], [-2.03549, -6.20391, -0.19176], [-1.50120, -7.08232, 1.23799], [-2.33231, -7.93217, -0.06118], [0.03101, -9.95022, -0.35272], [0.92554, -9.15366, 0.93817], [1.66077, -9.35988, -0.64870], [0.86003, -5.15256, -0.70967], [2.19121, -6.28899, -0.87802], [1.46991, -6.00801, 0.70370], [-0.08528, 2.26433, 0.52171], [0.51167, 2.50654, 2.01225], [1.87939, 2.88609, 2.13220], [2.23648, 4.00717, 2.97833], [1.38227, 4.04233, 4.24633], [-0.09816, 4.02817, 3.87232], [-0.40819, 2.88957, 3.03092], [2.48561, 2.72879, 1.31483], [2.06598, 4.94108, 2.39608], [3.31307, 3.95991, 3.24432], [1.61424, 4.96299, 4.82656], [1.61054, 3.15496, 4.87159], [-0.34385, 4.95386, 3.30300], [-0.72574, 4.01387, 4.78881], [-1.41038, 2.72630, 2.84574]]}